A molecular structure, C42H97MgN5O2. Source: OMol25; level of theory: ωB97M-V/def2-TZVPD.

Summary:
- <S²>: 0.750
- Charge: +5
- Multiplicity: 2
- Kohn-Sham gap (spin up / spin down): 7.0031 / 8.4637 eV

Geometry as XYZ:
```
147
C42H97MgN5O2, DFT ωB97M-V/def2-TZVPD
Mg 3.4162 -0.7940 3.3465
C 1.1460 -0.6188 0.8864
O 2.1251 -0.5402 1.9033
H 1.5661 -0.2501 -0.0494
H 0.5244 -1.4945 0.6996
H 0.5237 0.2546 1.0815
C -1.4555 -3.3955 -1.0058
C -1.8651 -4.1831 -2.2630
C -2.4433 -5.6403 -1.9088
N -3.4898 -6.1339 -3.0260
C -3.7174 -7.6109 -2.7857
C -4.5170 -7.9442 -1.5612
C -5.8775 -7.1025 -1.4376
C -5.5865 -5.6896 -1.6273
C -4.7645 -5.2711 -2.8575
C -3.0043 -5.9684 -4.5061
H -0.6571 -3.7660 -0.3628
H -2.3044 -3.3673 -0.3226
H -1.1781 -2.3696 -1.2482
H -0.9788 -4.3368 -2.8786
H -2.4263 -3.4674 -2.8637
H -2.7827 -5.7319 -0.8770
H -1.7033 -6.4389 -1.8553
H -2.7140 -8.0362 -2.8058
H -4.1748 -7.9835 -3.7022
H -3.9456 -7.6646 -0.6760
H -4.7654 -9.0018 -1.4732
H -6.2262 -7.2711 -0.4187
H -6.7100 -7.3077 -2.1106
H -5.0632 -5.2428 -0.7819
H -6.5806 -5.2443 -1.5857
H -4.5314 -4.2063 -2.8590
H -5.3853 -5.4296 -3.7393
H -2.0967 -6.5585 -4.6328
H -2.8139 -4.9250 -4.7577
H -3.6649 -6.4301 -5.2400
C 3.1259 2.8787 -1.5090
C 4.1334 2.1385 -0.6292
C 5.3386 1.5089 -1.4698
N 6.5398 1.0133 -0.7267
C 7.7245 1.0112 -1.7547
C 8.9661 0.5418 -1.0957
C 9.4625 1.3743 0.0505
C 8.3785 1.6869 1.1182
C 6.8874 1.8898 0.5258
C 6.3178 -0.4086 -0.1372
H 3.2365 2.5283 -2.5352
H 3.2411 3.9604 -1.4394
H 2.0987 2.6461 -1.2285
H 3.6763 1.3129 -0.0837
H 4.3737 2.8975 0.1153
H 5.7565 2.1553 -2.2416
H 4.9153 0.5717 -1.8310
H 7.8541 2.0372 -2.0990
H 7.5178 0.3822 -2.6206
H 9.6510 0.4145 -1.9340
H 8.8510 -0.5000 -0.7965
H 9.9156 2.3380 -0.1817
H 10.2604 0.8754 0.6005
H 8.5147 2.6004 1.6972
H 8.2847 0.7813 1.7176
H 6.8609 2.8940 0.1027
H 6.0629 1.7127 1.2164
H 6.1359 -1.1187 -0.9440
H 5.3088 -0.5586 0.2469
H 7.1049 -0.7301 0.5449
C -1.6170 0.8203 6.8457
C -2.0806 0.7542 5.3343
C -3.0820 -0.3954 5.0171
N -3.5026 -0.5045 3.4918
C -4.3652 -1.7896 3.2225
C -5.0807 -1.7787 1.7603
C -5.8307 -0.4876 1.5681
C -4.9710 0.7489 1.8419
C -4.3416 0.7887 3.1814
C -2.2730 -0.6785 2.4961
H -1.5031 -0.1082 7.4052
H -2.5455 1.2699 7.1977
H -0.8340 1.5221 7.1329
H -1.1935 0.6410 4.7112
H -2.3107 1.7589 4.9797
H -3.9153 -0.4404 5.7182
H -2.5910 -1.3463 5.2242
H -5.1541 -1.6842 3.9673
H -3.9401 -2.6968 3.6520
H -5.5722 -2.7479 1.6755
H -4.2990 -1.8746 1.0068
H -6.8093 -0.4002 2.0401
H -5.9860 -0.3842 0.4942
H -5.5789 1.6426 1.7010
H -4.3006 0.8932 0.9947
H -5.0037 0.8862 4.0417
H -3.5640 1.5524 3.1907
H -2.5342 -0.5355 1.4475
H -1.7379 -1.5680 2.8286
H -1.4774 0.0218 2.7503
C 1.8637 -1.1299 -3.3528
C 0.3150 -0.8278 -3.5016
C 0.0012 0.6812 -3.7232
N -1.5283 1.0760 -3.5992
C -2.1662 0.9602 -2.1454
C -1.4404 1.8925 -1.2277
C -1.2285 3.2810 -1.7471
C -0.8711 3.4235 -3.2036
C -1.6529 2.5009 -4.1421
C -2.3595 0.1490 -4.5638
H 1.9277 -2.2168 -3.3012
H 2.3790 -0.5422 -2.5930
H 2.3552 -0.8584 -4.2871
H -0.1878 -1.0920 -2.5713
H -0.1308 -1.2569 -4.3989
H 0.4629 1.1173 -4.6091
H 0.3762 1.2952 -2.9043
H -2.1088 -0.1149 -1.9750
H -3.1811 1.3574 -2.1283
H -0.5211 1.3712 -0.9609
H -1.8578 2.1117 -0.2449
H -0.4394 3.6541 -1.0943
H -2.0431 3.9485 -1.4661
H 0.2103 3.4007 -3.3384
H -0.9233 4.4807 -3.4636
H -1.3457 2.5028 -5.1879
H -2.7211 2.7167 -4.1207
H -2.6277 -0.8040 -4.1077
H -1.8326 0.0350 -5.5111
H -3.2913 0.6544 -4.8178
C 2.3804 3.6596 2.0579
N 1.5281 4.6542 2.9096
C 0.1996 4.9431 2.1198
C 1.3219 4.1477 4.3514
C 2.4056 5.9253 2.8372
C 1.7891 7.1638 3.4642
O 1.7332 7.0926 4.9373
H 1.7687 2.7610 2.1382
H 3.3412 3.4138 2.5103
H 2.4957 3.9280 1.0078
H -0.4082 4.0442 2.0158
H 0.3402 5.4897 1.1873
H -0.3462 5.6274 2.7693
H 2.2707 4.0857 4.8843
H 0.9298 3.1313 4.3152
H 0.6498 4.7281 4.9835
H 2.5272 6.1129 1.7703
H 3.3878 5.6653 3.2319
H 0.7934 7.3869 3.0810
H 2.4830 7.9779 3.2548
H 2.5969 6.7410 5.1655
```

These are the Löwdin partial charges, in e, on atoms 1 to 99: 0.823 -0.279 -0.633 0.040 0.061 0.035 -0.106 -0.198 -0.036 -0.209 -0.131 -0.110 -0.162 -0.219 -0.084 0.042 0.084 0.063 0.030 0.105 0.086 0.115 0.130 0.137 0.143 0.109 0.135 0.129 0.132 0.103 0.134 0.118 0.139 0.112 0.095 0.115 -0.098 -0.211 -0.096 -0.236 -0.093 -0.187 -0.159 -0.107 -0.067 0.028 0.079 0.087 0.050 0.088 0.079 0.136 0.123 0.145 0.148 0.144 0.122 0.126 0.130 0.123 0.102 0.128 0.109 0.111 0.081 0.108 -0.057 -0.231 -0.081 -0.196 -0.058 -0.131 -0.177 -0.187 -0.085 0.031 0.085 0.079 0.077 0.072 0.097 0.143 0.130 0.127 0.131 0.121 0.081 0.136 0.118 0.138 0.099 0.152 0.119 0.082 0.110 0.065 -0.050 -0.188 -0.095

***

3 unconnected molecules or ions with the total composition C2H10NO3. Source: OMol25; level of theory: ωB97M-V/def2-TZVPD.

Summary:
- Relative energy (zero: lowest compared OMol25 entry of this formula, charge and spin): 13.82 kcal per mole
- Charge: -1
- Multiplicity: 1
- Kohn-Sham gap: 8.1572 eV

Geometry as XYZ:
```
16
C2H10NO3, DFT ωB97M-V/def2-TZVPD
C -2.0523 1.2210 -0.0251
N -0.7646 1.5008 -0.5806
C 0.1070 0.4559 -1.0801
O 0.3683 -0.6921 -0.3176
H -2.1461 0.4283 0.7709
H -2.4080 2.1710 0.4033
H -2.8070 0.9422 -0.7508
H -0.1993 1.9363 0.1474
H -0.2608 0.1093 -2.0806
H 1.1005 0.8852 -1.2020
H 1.7561 -1.1110 -0.3348
H 3.2164 -0.9056 -0.8930
O 2.7110 -1.5634 -0.4142
H -0.3979 -0.5985 1.1180
H -0.7149 -1.5209 2.3350
O -0.5757 -0.5841 2.1335
```

The computed natural (NBO) charges, all in e, follow: -0.418 -0.664 0.109 -0.941 0.198 0.174 0.166 0.341 0.100 0.120 0.505 0.428 -1.044 0.511 0.444 -1.030

***

CF2O3S in the gas phase. Source: OMol25; level of theory: ωB97M-V/def2-TZVPD.

Summary:
- Relative energy (zero: lowest compared OMol25 entry of this formula, charge and spin): 40.91 kcal per mole
- SMILES: O=C(F)S(=O)(=O)F
- Multiplicity: 1
- Kohn-Sham gap: 12.0622 eV

Geometry as XYZ:
```
7
CF2O3S, DFT ωB97M-V/def2-TZVPD
C 0.5806 0.3989 0.7428
O 0.5952 1.5686 0.8518
O -1.8064 -0.0022 -0.1027
O -0.0599 -1.6443 -0.7069
F 1.3016 -0.5570 1.3657
F -0.0841 0.6287 -1.6947
S -0.5270 -0.3928 -0.4560
```

The computed natural (NBO) charges, all in e, follow: 0.587 -0.438 -0.850 -0.847 -0.296 -0.491 2.336

***

These records have DFT total energy values of -62064.44342, -9869.17158, -23448.21786 eV, in the order they appear.